Below is a structure of composition C44H61N6O3SiTi, with properties calculated with ωB97M-V/def2-TZVPD.

The geometry in XYZ format:
```
116
Properties=species:S:1:pos:R:3
Ti 0.33 -0.11 0.16
C -1.93 -2.62 -5.54
C -0.55 -2.04 -5.26
C -0.56 -1.05 -4.14
C -0.58 0.30 -4.20
C -0.61 1.19 -5.41
C -2.03 1.64 -5.77
C -0.62 0.77 -2.83
N -0.57 -0.26 -1.95
C -0.57 -1.39 -2.73
C -0.60 -2.67 -2.25
C -0.68 -3.04 -0.92
C -0.93 -4.40 -0.49
C -1.11 -5.57 -1.40
C -2.52 -5.66 -1.98
C -1.01 -4.37 0.86
C -0.81 -2.99 1.24
C -0.94 -2.53 2.54
C -1.13 -1.20 2.88
N -1.09 -0.15 2.01
C -1.67 0.88 2.68
C -1.97 2.13 2.14
C -1.70 2.53 0.85
N -1.08 1.76 -0.10
C -1.05 2.54 -1.21
C -0.74 2.11 -2.48
C -1.55 3.88 -0.94
C -1.99 3.86 0.34
C -2.68 4.95 1.10
C -4.20 4.77 1.14
C -1.52 5.02 -1.90
C -0.12 5.64 -1.99
C -1.99 0.51 4.04
C -1.63 -0.79 4.17
C -1.81 -1.68 5.36
C -3.16 -2.40 5.35
C -2.58 1.42 5.07
C -1.55 2.38 5.67
N -0.61 -2.20 0.15
C -1.24 -5.52 1.79
C 0.06 -6.09 2.36
H -1.90 -3.35 -6.35
H -2.63 -1.83 -5.82
H -2.34 -3.11 -4.66
H -0.16 -1.56 -6.16
H 0.16 -2.84 -5.02
H -0.18 0.65 -6.26
H 0.02 2.06 -5.25
H -2.66 0.78 -6.00
H -2.03 2.30 -6.64
H -2.49 2.17 -4.94
H -0.60 -3.47 -2.98
H -0.88 -6.49 -0.85
H -0.38 -5.52 -2.22
H -3.25 -5.77 -1.18
H -2.62 -6.52 -2.65
H -2.77 -4.76 -2.54
H -1.06 -3.27 3.32
H -2.45 2.85 2.79
H -0.74 2.83 -3.28
H -2.44 5.91 0.65
H -2.29 4.98 2.13
H -4.61 4.79 0.13
H -4.68 5.56 1.72
H -4.47 3.81 1.58
H -2.24 5.78 -1.60
H -1.83 4.68 -2.90
H 0.16 6.07 -1.02
H -0.07 6.42 -2.74
H 0.63 4.88 -2.22
H -1.73 -1.09 6.27
H -1.00 -2.42 5.40
H -3.98 -1.68 5.35
H -3.27 -3.05 6.22
H -3.27 -3.01 4.45
H -3.02 0.82 5.87
H -3.40 1.99 4.63
H -0.75 1.82 6.15
H -2.01 3.04 6.41
H -1.11 3.00 4.89
H -1.78 -6.31 1.26
H -1.89 -5.21 2.61
H 0.71 -6.44 1.55
H -0.14 -6.93 3.03
H 0.61 -5.33 2.91
N 1.01 1.65 1.62
C 1.82 2.69 1.00
C 2.03 2.42 -0.48
O 2.57 3.26 -1.20
N 1.71 1.16 -0.81
C 2.35 0.66 -2.01
C 2.28 -0.86 -1.94
O 2.80 -1.56 -2.80
O 1.63 -1.29 -0.91
H 0.14 2.05 1.94
H 1.47 1.21 2.40
H 2.83 2.68 1.41
H 1.42 3.70 1.16
H 3.40 0.95 -2.04
H 1.91 1.00 -2.94
C 2.62 -3.25 3.31
Si 2.75 -2.50 1.57
C 4.56 -2.02 1.34
C 2.49 -3.89 0.33
C 1.75 -0.92 1.57
H 3.09 -2.59 4.04
H 1.58 -3.38 3.60
H 3.12 -4.23 3.37
H 5.24 -2.87 1.42
H 4.87 -1.27 2.07
H 4.69 -1.58 0.34
H 3.17 -4.71 0.57
H 2.71 -3.52 -0.68
H 1.47 -4.28 0.33
H 2.52 -0.18 1.32
H 1.43 -0.74 2.60
```

**Energy relative to the best compared isomer or geometry (same formula, charge and spin)**: 0.0 kcal per mole
**DFT total energy**: -3406.7558 Eh
**M**: 797.96 g/mol
**Net charge**: -1
**Kohn-Sham gap**: 5.7685 eV
**LUMO level**: 1.719 eV

---

Below is a structure of composition C44H61N7OOs, with properties calculated with ωB97M-V/def2-TZVPD.

The geometry in XYZ format:
```
114
Properties=species:S:1:pos:R:3
Os 0.82 0.41 0.09
C 1.18 -2.12 5.66
C 1.88 -0.78 5.47
C 1.31 -0.06 4.30
C 0.34 0.92 4.31
C -0.35 1.51 5.48
C 0.36 2.78 5.98
C 0.11 1.26 2.93
C -0.68 2.31 2.51
C -0.89 2.70 1.19
C -1.69 3.83 0.79
C -2.38 4.76 1.72
C -3.71 4.19 2.22
C -1.72 3.82 -0.59
C -0.90 2.71 -1.00
C -0.64 2.37 -2.31
C 0.20 1.35 -2.73
N 0.95 0.55 -1.91
C 1.75 -0.20 -2.74
C 2.70 -1.11 -2.31
C 3.00 -1.42 -0.99
N 2.39 -0.88 0.10
C 2.95 -1.48 1.19
C 2.59 -1.23 2.51
C 1.62 -0.33 2.93
N 0.86 0.46 2.10
C 3.95 -2.43 0.78
C 3.98 -2.40 -0.59
C 4.82 -3.19 -1.52
C 5.98 -2.35 -2.08
C 4.77 -3.25 1.71
C 5.89 -2.43 2.37
C 1.45 0.08 -4.11
C 0.47 1.05 -4.11
C -0.26 1.63 -5.26
C -1.65 1.00 -5.38
C 2.06 -0.60 -5.29
C 1.39 -1.95 -5.54
N -0.41 2.04 0.09
C -2.48 4.70 -1.51
C -3.76 3.99 -2.00
H 1.60 -2.63 6.52
H 1.30 -2.76 4.79
H 0.11 -1.97 5.84
H 2.95 -0.95 5.32
H 1.76 -0.17 6.37
H -0.36 0.77 6.29
H -1.38 1.75 5.23
H 1.36 2.54 6.32
H -0.20 3.20 6.81
H 0.43 3.52 5.19
H -1.17 2.89 3.27
H -2.57 5.71 1.22
H -1.73 4.95 2.58
H -4.38 4.01 1.38
H -4.19 4.90 2.89
H -3.56 3.25 2.75
H -1.10 2.97 -3.08
H 3.27 -1.62 -3.07
H 3.11 -1.79 3.27
H 4.22 -3.57 -2.35
H 5.24 -4.05 -1.00
H 5.61 -1.48 -2.61
H 6.56 -2.96 -2.77
H 6.63 -2.02 -1.28
H 5.23 -4.07 1.16
H 4.14 -3.68 2.49
H 6.59 -2.06 1.62
H 6.44 -3.06 3.06
H 5.50 -1.58 2.92
H 0.29 1.45 -6.18
H -0.36 2.71 -5.14
H -1.58 -0.07 -5.55
H -2.19 1.44 -6.22
H -2.24 1.17 -4.47
H 3.12 -0.75 -5.12
H 1.93 0.03 -6.17
H 1.55 -2.63 -4.70
H 1.81 -2.40 -6.43
H 0.32 -1.83 -5.70
H -1.87 4.96 -2.37
H -2.77 5.62 -1.00
H -3.52 3.11 -2.59
H -4.35 4.66 -2.61
H -4.37 3.68 -1.15
C -2.88 -1.85 0.36
C -4.44 -2.05 0.35
N -5.03 -0.77 0.06
C -4.73 0.18 1.09
C -3.17 0.37 1.13
N -2.58 -0.46 0.11
C -3.06 -0.09 -1.20
C -4.62 -0.30 -1.23
H -2.42 -2.46 -0.41
H -2.45 -2.14 1.33
H -4.79 -2.40 1.32
H -4.73 -2.77 -0.41
H -5.10 -0.20 2.05
H -5.24 1.12 0.87
H -2.77 0.08 2.10
H -2.92 1.41 0.95
H -2.58 -0.71 -1.95
H -2.81 0.95 -1.39
H -4.89 -1.03 -1.99
H -5.14 0.64 -1.45
C 0.39 -4.29 -0.70
C 0.04 -2.88 -1.07
N -0.26 -2.67 -2.36
O -0.05 -1.99 -0.23
H 0.64 -4.89 -1.57
H -0.45 -4.75 -0.18
H 1.23 -4.28 -0.01
H -0.16 -3.39 -3.05
H -0.42 -1.73 -2.69
```

**DFT total energy**: -2262.0055 Eh
**M**: 894.25 g/mol
**Net charge**: +2
**Multiplicity**: 5
**Kohn-Sham gap (spin up / spin down)**: 6.0635 / 3.4485 eV
**LUMO level (spin up / spin down)**: -5.793 / -8.243 eV
**Expectation value of S²**: 6.0331

---

Below is a structure of composition C44H62ClFeN2O4P, with properties calculated with ωB97M-V/def2-TZVPD.

The geometry in XYZ format:
```
115
Properties=species:S:1:pos:R:3
Fe -0.67 0.44 -0.46
C 2.45 1.15 -5.56
C 3.42 1.37 -4.40
C 4.86 1.09 -4.84
C 3.08 0.55 -3.18
C 2.59 -0.74 -3.27
C 2.24 -1.49 -2.15
C 1.75 -2.91 -2.36
C 0.98 -3.08 -3.68
C 2.88 -3.94 -2.37
C 2.42 -0.91 -0.87
C 2.98 0.37 -0.76
C 3.26 1.09 -1.92
C 3.37 0.97 0.57
C 3.13 2.47 0.67
C 4.84 0.67 0.88
C 2.36 -1.79 0.35
C 3.54 -2.51 0.56
C 3.72 -3.40 1.60
C 2.69 -3.60 2.50
C 1.52 -2.89 2.34
C 1.32 -1.97 1.29
P -0.29 -1.10 1.41
C -0.25 -0.17 3.06
C -0.14 -1.07 4.31
C 0.98 0.75 3.14
C -1.53 0.66 3.17
C -1.67 -2.41 1.32
C -1.26 -3.36 0.20
C -1.98 -3.24 2.58
C -2.99 -1.73 0.96
H 2.64 1.88 -6.35
H 1.41 1.26 -5.23
H 2.57 0.16 -6.00
H 3.35 2.42 -4.11
H 4.98 0.04 -5.12
H 5.57 1.30 -4.04
H 5.13 1.70 -5.70
H 2.44 -1.17 -4.25
H 1.08 -3.16 -1.53
H 1.67 -3.28 -4.50
H 0.41 -2.19 -3.97
H 0.31 -3.94 -3.62
H 3.62 -3.68 -3.13
H 2.48 -4.93 -2.62
H 3.39 -4.02 -1.41
H 3.66 2.09 -1.83
H 2.77 0.48 1.34
H 3.90 3.03 0.13
H 3.18 2.79 1.71
H 2.16 2.76 0.26
H 5.48 1.09 0.09
H 5.05 -0.40 0.94
H 5.13 1.13 1.83
H 4.35 -2.35 -0.14
H 4.66 -3.93 1.71
H 2.79 -4.30 3.32
H 0.74 -3.05 3.06
H 0.81 -1.60 4.35
H -0.96 -1.76 4.44
H -0.15 -0.39 5.16
H 1.89 0.17 3.22
H 1.06 1.44 2.31
H 0.87 1.33 4.06
H -2.41 0.04 3.28
H -1.66 1.33 2.32
H -1.46 1.28 4.07
H -0.44 -4.01 0.50
H -0.95 -2.83 -0.70
H -2.12 -3.99 -0.06
H -1.14 -3.76 3.01
H -2.70 -4.00 2.28
H -2.47 -2.64 3.35
H -3.00 -1.38 -0.07
H -3.23 -0.89 1.61
H -3.79 -2.46 1.06
C -5.47 0.07 2.79
C -5.25 0.88 1.50
C -4.43 2.13 1.72
C -4.87 3.01 2.71
C -4.16 4.14 3.04
C -2.96 4.42 2.40
C -2.47 3.59 1.41
C -1.22 3.97 0.66
C -0.13 4.59 1.52
C -3.22 2.44 1.07
N -2.75 1.57 0.03
C -3.58 1.32 -0.92
C -3.26 0.31 -1.87
C -3.99 -0.20 -3.00
C -3.24 -1.21 -3.50
C -2.05 -1.29 -2.67
N -2.09 -0.39 -1.70
H -6.01 -0.85 2.57
H -6.05 0.63 3.52
H -4.52 -0.19 3.26
H -6.22 1.17 1.10
H -4.80 0.22 0.76
H -5.80 2.80 3.22
H -4.53 4.82 3.81
H -2.41 5.31 2.66
H -1.50 4.67 -0.14
H -0.82 3.11 0.17
H -0.38 5.59 1.86
H 0.79 4.67 0.94
H 0.08 3.97 2.40
H -4.52 1.86 -1.02
H -4.93 0.19 -3.35
H -3.44 -1.83 -4.36
H -1.22 -1.95 -2.79
O -1.52 2.13 -3.39
Cl -0.59 2.10 -2.27
O 0.33 3.21 -2.30
O 0.21 0.80 -2.36
O 0.33 1.33 0.41
```

**DFT total energy**: -4189.0430 Eh
**M**: 805.26 g/mol
**Net charge**: +1
**Multiplicity**: 6
**Kohn-Sham gap (spin up / spin down)**: 6.2794 / 4.8392 eV
**LUMO level (spin up / spin down)**: -4.453 / -5.885 eV
**Expectation value of S²**: 8.8764

---

Below is a cluster of 5 separate species, C44H62F32O5P in total, with properties calculated with ωB97M-V/def2-TZVPD.

The geometry in XYZ format:
```
144
Properties=species:S:1:pos:R:3
C 7.29 -2.13 -2.42
C 7.27 -1.92 -3.98
C 6.83 -0.46 -4.39
C 5.35 -0.24 -3.91
C 4.79 1.21 -4.24
C 3.65 1.14 -5.33
C 2.54 2.23 -5.13
C 1.19 1.97 -5.92
C 1.28 0.92 -7.07
C -0.10 0.63 -7.74
C -1.14 -0.15 -6.83
C -0.52 -1.02 -5.70
P -1.96 -1.65 -4.57
C -0.77 -1.60 -3.02
C -1.35 -2.36 -1.77
C -1.91 -1.44 -0.62
C -2.76 -0.25 -1.09
C -4.20 -0.36 -1.17
C -4.97 0.77 -1.61
C -4.38 2.02 -2.01
C -2.95 2.16 -1.93
C -2.20 1.03 -1.46
C -1.57 -3.51 -4.88
O -1.44 -3.87 -6.28
C -0.33 -4.71 -6.52
C -0.34 -6.06 -5.72
H 8.05 -2.90 -2.10
H 6.29 -2.47 -2.06
H 7.52 -1.15 -1.94
H 6.51 -2.62 -4.41
H 8.24 -2.21 -4.46
H 6.80 -0.46 -5.51
H 7.53 0.32 -4.00
H 4.70 -1.03 -4.34
H 5.30 -0.37 -2.80
H 4.31 1.57 -3.30
H 5.61 1.92 -4.52
H 4.08 1.14 -6.36
H 3.16 0.14 -5.19
H 3.00 3.23 -5.36
H 2.31 2.25 -4.03
H 0.92 2.95 -6.40
H 0.36 1.76 -5.21
H 1.74 -0.05 -6.79
H 1.94 1.37 -7.86
H 0.05 0.11 -8.72
H -0.56 1.63 -7.98
H -1.68 -0.86 -7.51
H -1.93 0.56 -6.48
H 0.17 -1.82 -6.05
H 0.10 -0.35 -5.03
H -3.11 -2.00 -3.74
H -2.83 -1.67 -5.75
H -2.34 -0.24 -4.38
H 0.23 -2.06 -3.25
H -0.54 -0.51 -2.81
H -0.54 -3.01 -1.34
H -2.19 -3.03 -2.09
H -2.60 -2.09 -0.01
H -1.10 -1.14 0.10
H -4.73 -1.29 -0.89
H -6.08 0.71 -1.65
H -4.95 2.89 -2.38
H -2.38 3.06 -2.21
H -1.09 1.10 -1.39
H -2.45 -4.09 -4.49
H -0.70 -3.82 -4.24
H 0.66 -4.18 -6.43
H -0.39 -5.00 -7.61
H 0.34 -6.84 -6.15
H -1.36 -6.45 -5.51
H 0.10 -5.84 -4.70
C -1.85 1.64 2.51
C -1.65 3.12 2.11
C -0.32 3.75 2.50
F -0.14 3.77 3.85
F -0.27 5.04 2.08
F -2.69 3.85 2.58
F -1.74 3.16 0.76
O -2.61 1.40 3.70
C -1.95 1.42 4.92
C -2.46 2.54 5.83
F -2.30 3.75 5.27
F -1.77 2.55 7.00
F -0.62 1.48 4.72
F -2.19 0.23 5.50
H -2.45 1.19 1.72
H -0.92 1.08 2.51
H 0.52 3.21 2.05
H -3.52 2.41 6.05
C 4.01 -1.98 4.63
C 2.87 -2.99 4.36
C 2.57 -3.28 2.89
F 2.17 -2.18 2.22
F 1.55 -4.18 2.81
F 1.76 -2.57 5.01
F 3.24 -4.16 4.95
O 3.63 -0.64 4.91
C 3.41 0.22 3.84
C 1.96 0.71 3.78
F 1.10 -0.32 3.65
F 1.77 1.52 2.71
F 3.80 -0.36 2.69
F 4.23 1.28 4.02
H 4.50 -2.32 5.54
H 4.80 -2.03 3.87
H 3.44 -3.71 2.39
H 1.70 1.26 4.69
C 5.94 -0.50 9.48
C 5.23 -1.29 8.37
C 3.70 -1.28 8.40
F 3.21 -1.83 9.52
F 3.21 -2.00 7.36
F 5.70 -2.56 8.36
F 5.63 -0.74 7.19
O 6.41 -1.24 10.61
C 5.52 -1.50 11.64
C 5.26 -3.00 11.83
F 4.74 -3.54 10.71
F 4.37 -3.20 12.83
F 4.39 -0.80 11.47
F 6.09 -1.01 12.77
H 6.85 -0.10 9.03
H 5.37 0.38 9.79
H 3.32 -0.26 8.31
H 6.19 -3.52 12.07
C -9.85 5.17 -0.32
C -9.99 4.69 -1.78
C -10.83 3.44 -2.00
F -10.32 2.36 -1.38
F -10.88 3.14 -3.32
F -8.76 4.55 -2.31
F -10.58 5.71 -2.47
O -8.66 4.80 0.37
C -8.62 3.55 0.99
C -7.55 2.64 0.39
F -7.77 2.42 -0.92
F -7.56 1.44 1.00
F -9.84 2.99 0.99
F -8.32 3.79 2.29
H -9.81 6.26 -0.36
H -10.74 4.95 0.27
H -11.86 3.59 -1.66
H -6.55 3.08 0.50
```

**Energy relative to the best compared isomer or geometry (same formula, charge and spin)**: 0.0 kcal per mole
**DFT total energy**: -5626.8800 Eh
**M**: 1309.89 g/mol
**Net charge**: -1
**Kohn-Sham gap**: 4.8494 eV
**LUMO level**: 1.446 eV

---

Among the records above, which one has the highest DFT total energy? C44H61N7OOs

---

M of number 4 (C44H62F32O5P)? 1309.89 g/mol